Record 1
Entry from OMol25: 2 unconnected molecules or ions with the total composition C2H10NS2 in a non-equilibrium geometry (ωB97M-V/def2-TZVPD).

Structure (ORCA input):
```
! wB97M-V def2-TZVPD RIJCOSX def2/J DEFGRID3
* xyz 1 1
C 1.628 0.313 1.811
N 1.377 0.872 0.423
H 2.070 1.252 2.259
H 0.691 -0.042 2.220
H 2.466 -0.495 1.886
H 1.960 1.345 -0.281
H 0.710 1.726 0.572
H 0.748 0.215 -0.164
C -2.175 -1.317 -0.650
S -0.492 -0.923 -1.107
S -0.932 0.848 -2.137
H -2.464 -0.424 -0.198
H -2.215 -2.173 0.095
H -2.868 -1.469 -1.451
H -0.504 0.271 -3.278
*
```

- Energy above the lowest of the compared OMol25 structures with the same formula, charge and spin: 1.350 eV
- E_tot: -25389.1644 eV
- Gap between HOMO and LUMO: 9.82 eV
- E_HOMO: -13.3 eV



Record 2
Entry from OMol25: 4 unconnected molecules or ions with the total composition C35H60INO4S in a non-equilibrium geometry (ωB97M-V/def2-TZVPD).

Structure (ORCA input):
```
! wB97M-V def2-TZVPD RIJCOSX def2/J DEFGRID3
* xyz 0 1
C 3.593 -1.163 -3.154
C 5.120 -1.473 -3.393
C 5.996 -0.150 -3.601
C 6.812 0.199 -2.265
C 5.709 0.390 -1.155
C 4.883 1.602 -1.167
C 3.831 1.730 -0.149
C 2.872 2.974 -0.119
C 1.829 2.907 -1.323
C 2.508 3.118 -2.735
I 1.219 4.155 -4.154
C 3.676 0.662 0.829
C 4.517 -0.551 0.869
C 5.569 -0.668 -0.166
N 4.343 -1.594 1.863
C 2.971 -2.005 2.015
C 2.574 -3.431 2.061
C 1.175 -3.815 2.174
C 0.065 -2.846 2.247
C -1.447 -3.285 2.324
C -2.417 -2.239 1.638
C -2.616 -2.495 0.088
C -2.262 -1.246 -0.822
C -1.830 -1.654 -2.285
C -0.650 -2.713 -2.331
C -0.056 -2.866 -3.793
C 0.569 -4.316 -4.031
C 2.052 -4.390 -3.522
O 2.532 -5.751 -3.441
C 3.909 -5.667 -3.015
C 0.463 -1.432 2.246
C 1.860 -1.048 2.137
S 2.366 0.713 2.108
H 3.148 -1.706 -2.276
H 3.427 -0.069 -2.959
H 2.940 -1.414 -4.038
H 5.587 -2.038 -2.537
H 5.186 -2.083 -4.337
H 5.234 0.679 -3.688
H 6.652 -0.218 -4.502
H 7.442 1.110 -2.411
H 7.422 -0.721 -2.043
H 5.071 2.351 -1.965
H 3.455 3.936 -0.117
H 2.247 3.000 0.814
H 1.221 1.960 -1.266
H 1.093 3.738 -1.108
H 3.477 3.665 -2.578
H 2.697 2.101 -3.167
H 6.193 -1.594 -0.163
H 4.959 -2.377 1.649
H 3.399 -4.181 2.007
H 0.946 -4.908 2.203
H -1.512 -4.214 1.682
H -1.760 -3.597 3.350
H -2.097 -1.176 1.765
H -3.402 -2.332 2.177
H -3.728 -2.650 -0.051
H -2.136 -3.438 -0.281
H -1.463 -0.591 -0.388
H -3.180 -0.598 -0.938
H -2.694 -1.964 -2.941
H -1.415 -0.719 -2.772
H 0.146 -2.445 -1.590
H -1.110 -3.703 -2.072
H -0.916 -2.693 -4.502
H 0.701 -2.065 -3.999
H 0.500 -4.538 -5.124
H -0.040 -5.019 -3.403
H 2.127 -3.875 -2.517
H 2.750 -3.833 -4.208
H 4.118 -6.363 -2.157
H 4.573 -5.969 -3.876
H 4.183 -4.616 -2.746
H -0.274 -0.593 2.308
C -4.366 1.460 3.888
C -4.394 1.143 2.405
O -5.046 -0.106 2.180
H -3.846 0.672 4.438
H -3.863 2.411 4.074
H -5.381 1.515 4.291
H -3.378 1.067 2.011
H -4.921 1.922 1.852
H -5.945 -0.032 2.521
C -5.296 5.808 0.223
C -5.444 5.449 1.689
O -4.672 4.291 1.999
H -5.618 4.977 -0.409
H -5.889 6.690 -0.026
H -4.249 6.008 -0.022
H -6.486 5.230 1.924
H -5.113 6.273 2.327
H -3.750 4.494 1.798
C -6.941 4.462 6.389
C -6.324 4.960 5.096
O -6.532 6.363 4.957
H -8.012 4.674 6.408
H -6.794 3.386 6.503
H -6.499 4.970 7.250
H -6.782 4.466 4.239
H -5.248 4.760 5.074
H -6.117 6.796 5.712
*
```

- Structure (SMILES): CCCCc1cc(CCCI)c2c(c1)Nc1ccc(CCCCCCCCCOC)cc1S2.CCO.CCO.CCO
- E_tot: -65880.2731 eV
- Gap between HOMO and LUMO: 8.03 eV
- E_HOMO: -7.7 eV



Record 3
Entry from OMol25: 15 unconnected molecules or ions with the total composition C45H105N15O15 in a non-equilibrium geometry (ωB97M-V/def2-TZVPD).

Structure (ORCA input):
```
! wB97M-V def2-TZVPD RIJCOSX def2/J DEFGRID3
* xyz 1 2
C 2.516 5.178 7.018
C 1.082 5.444 6.646
O 0.453 6.162 7.436
N 0.551 5.007 5.524
C 1.114 4.154 4.505
H 2.781 4.393 7.726
H 2.834 6.146 7.403
H 3.088 4.988 6.109
H -0.426 5.231 5.398
H 0.379 3.526 4.002
H 1.850 3.411 4.814
H 1.544 4.791 3.731
C 4.082 6.404 2.953
C 4.252 4.903 3.116
O 4.578 4.413 4.188
N 4.088 4.175 2.024
C 4.264 2.703 1.880
H 4.953 6.747 2.396
H 4.148 6.820 3.959
H 3.176 6.705 2.427
H 3.718 4.654 1.215
H 4.608 2.578 0.853
H 3.347 2.152 2.091
H 5.070 2.270 2.472
C 0.332 1.024 1.363
C -0.245 0.613 -0.009
O -1.100 1.267 -0.596
N 0.136 -0.618 -0.357
C -0.255 -1.199 -1.660
H -0.169 0.488 2.169
H 0.213 2.079 1.612
H 1.411 0.870 1.350
H 0.515 -1.223 0.357
H -0.018 -0.523 -2.481
H -1.314 -1.426 -1.781
H 0.301 -2.109 -1.888
C -2.506 3.192 2.914
C -2.855 4.450 3.649
O -1.952 5.169 3.940
N -4.059 4.605 4.142
C -4.527 5.604 5.063
H -2.084 3.395 1.930
H -3.269 2.414 2.908
H -1.663 2.714 3.414
H -4.696 3.831 4.017
H -5.368 6.152 4.636
H -3.745 6.348 5.211
H -4.822 5.121 5.994
C 2.357 -6.642 -1.616
C 1.500 -6.113 -0.506
O 1.381 -6.730 0.562
N 0.864 -4.992 -0.774
C -0.197 -4.426 0.150
H 2.494 -5.889 -2.392
H 1.839 -7.465 -2.109
H 3.288 -7.072 -1.247
H 0.958 -4.593 -1.697
H 0.232 -3.944 1.029
H -0.662 -5.361 0.461
H -0.834 -3.759 -0.430
C 1.605 0.282 -5.839
C 2.894 -0.419 -6.072
O 3.828 -0.133 -5.316
N 3.068 -1.194 -7.160
C 1.994 -1.524 -8.049
H 1.449 0.129 -4.771
H 0.761 -0.034 -6.453
H 1.698 1.365 -5.919
H 3.968 -1.531 -7.473
H 2.311 -2.147 -8.885
H 1.625 -0.662 -8.605
H 1.122 -1.936 -7.541
C 3.442 -2.358 -2.510
C 4.602 -3.015 -3.212
O 4.948 -4.149 -2.839
N 5.214 -2.407 -4.193
C 6.410 -2.783 -4.936
H 3.808 -1.738 -1.693
H 2.804 -3.106 -2.038
H 2.739 -1.812 -3.140
H 4.862 -1.496 -4.450
H 6.740 -3.752 -4.560
H 7.235 -2.084 -4.803
H 6.178 -2.909 -5.993
C 0.264 4.254 -1.409
C -0.410 5.175 -0.414
O -1.614 5.287 -0.389
N 0.398 5.736 0.479
C 0.082 6.595 1.577
H 0.428 3.237 -1.053
H 1.243 4.666 -1.655
H -0.192 4.223 -2.399
H 1.370 5.493 0.355
H -0.817 6.243 2.082
H -0.189 7.612 1.294
H 0.847 6.600 2.354
C -2.835 -1.189 2.071
C -2.984 -2.731 1.922
O -3.459 -3.167 0.884
N -2.639 -3.528 2.912
C -2.207 -3.035 4.229
H -3.294 -0.726 2.945
H -3.231 -0.683 1.190
H -1.808 -0.858 2.225
H -2.592 -4.517 2.713
H -3.049 -2.482 4.646
H -1.329 -2.402 4.101
H -2.000 -3.884 4.880
C 3.063 -3.097 1.159
C 3.782 -1.784 1.354
O 3.161 -0.805 1.007
N 4.964 -1.772 1.993
C 5.605 -0.539 2.410
H 2.079 -2.998 1.617
H 3.447 -3.991 1.649
H 2.882 -3.351 0.115
H 5.432 -2.662 2.090
H 5.058 -0.030 3.203
H 5.684 0.170 1.586
H 6.562 -0.834 2.840
C -4.708 -5.647 -0.693
C -5.056 -4.560 -1.791
O -5.982 -4.771 -2.578
N -4.271 -3.520 -1.948
C -4.332 -2.536 -3.114
H -3.730 -5.415 -0.272
H -4.664 -6.665 -1.081
H -5.527 -5.689 0.024
H -3.591 -3.368 -1.217
H -3.891 -2.829 -4.067
H -3.940 -1.529 -2.969
H -5.403 -2.397 -3.258
C -5.465 0.206 -4.909
C -4.029 0.672 -4.588
O -3.059 0.067 -5.059
N -3.821 1.735 -3.791
C -2.527 2.143 -3.301
H -5.776 0.629 -5.865
H -6.109 0.510 -4.084
H -5.559 -0.880 -4.918
H -4.673 2.198 -3.506
H -1.863 1.310 -3.071
H -2.715 2.723 -2.397
H -2.103 2.894 -3.968
C -0.071 1.036 7.017
C 0.213 0.409 5.635
O -0.707 0.421 4.816
N 1.428 -0.098 5.456
C 1.860 -0.714 4.207
H 0.466 0.545 7.828
H -1.135 1.056 7.250
H 0.315 2.055 7.046
H 2.106 -0.154 6.202
H 2.549 -1.551 4.323
H 2.353 0.113 3.697
H 1.041 -1.066 3.579
C -5.603 -0.778 -0.584
C -5.888 -0.127 0.778
O -6.516 -0.760 1.593
N -5.341 0.994 1.155
C -4.479 1.892 0.376
H -5.738 -1.859 -0.540
H -4.593 -0.677 -0.981
H -6.313 -0.447 -1.341
H -5.323 1.187 2.146
H -3.484 2.012 0.807
H -4.882 2.882 0.162
H -4.304 1.518 -0.632
C -0.675 -2.523 -5.199
C 0.404 -3.528 -4.875
O 0.742 -3.669 -3.676
N 0.980 -4.203 -5.863
C 2.089 -5.136 -5.735
H -0.385 -1.509 -4.924
H -1.536 -2.755 -4.572
H -0.956 -2.545 -6.252
H 0.537 -4.105 -6.766
H 2.952 -4.722 -6.256
H 1.820 -6.129 -6.095
H 2.328 -5.368 -4.697
*
```

- Energy above the lowest of the compared OMol25 structures with the same formula, charge and spin: 0.769 eV
- E_tot: -101428.7419 eV
- Gap between HOMO and LUMO (alpha / beta): 6.85 / 1.83 eV
- E_HOMO (alpha / beta): -9.8 / -9.8 eV
- <S²>: 0.755



Record 4
Entry from OMol25: a molecular structure, C6H9NO in a non-equilibrium geometry (ωB97M-V/def2-TZVPD).

Structure (ORCA input):
```
! wB97M-V def2-TZVPD RIJCOSX def2/J DEFGRID3
* xyz 0 1
C 0.990 -0.108 -0.032
C 0.829 -0.501 1.396
C 0.049 0.697 0.884
C -0.812 0.867 -1.148
C -0.145 -0.483 -0.918
C -1.419 -0.704 0.013
H 2.763 -0.217 -0.741
H 0.391 -1.428 1.723
H 1.641 -0.165 2.108
H 0.513 1.658 1.208
H -1.702 0.938 -1.730
H -0.106 1.643 -1.303
H 0.010 -1.212 -1.675
H -2.423 -0.886 -0.526
H -1.466 -1.297 0.901
N -1.265 0.742 0.315
O 2.151 0.454 -0.476
*
```

- Energy above the lowest of the compared OMol25 structures with the same formula, charge and spin: 3.866 eV
- E_tot: -9901.7384 eV
- Gap between HOMO and LUMO: 9.50 eV
- E_HOMO: -8.7 eV



Record 5
Entry from OMol25: 2 unconnected molecules or ions with the total composition C4H8N2OP in a non-equilibrium geometry (ωB97M-V/def2-TZVPD).

Structure (ORCA input):
```
! wB97M-V def2-TZVPD RIJCOSX def2/J DEFGRID3
* xyz 1 1
C 2.478 1.011 -0.080
C -0.042 -1.200 -0.779
C -1.862 -0.045 1.398
C -1.139 1.446 -0.780
N 3.373 0.336 -0.413
N 0.071 -2.461 -0.370
O 1.498 1.609 0.125
P -0.682 0.111 0.271
H -1.747 -0.778 2.178
H -2.670 0.695 1.643
H -2.225 1.351 -0.962
H -0.455 1.449 -1.724
H -0.980 2.283 -0.218
H 4.244 0.170 0.157
H 0.338 -3.183 -1.022
H -0.200 -2.792 0.575
*
```

- Energy above the lowest of the compared OMol25 structures with the same formula, charge and spin: 3.059 eV
- E_tot: -18583.6453 eV
- Gap between HOMO and LUMO (alpha / beta): 7.97 / 7.97 eV
- E_HOMO (alpha / beta): -13.8 / -13.8 eV